{
  "formula": "C2H9NO",
  "method": "ωB97M-V with the def2-TZVPD basis set",
  "elements": ["C", "C", "H", "H", "H", "H", "H", "H", "H", "H", "H", "N", "O"],
  "positions_angstrom": [[-0.44470, -0.76102, -1.91386], [0.84909, -0.51959, 1.82652], [-0.75501, 0.61242, -0.45322], [-0.62792, 1.22208, -2.03253], [-0.68157, -0.93920, -3.06237], [0.62314, -0.95429, -1.79503], [-0.96269, -1.61501, -1.37143], [-0.11837, 1.30636, 1.98860], [1.46278, -0.96556, 0.99580], [1.57736, -0.61161, 2.77179], [-0.16344, -1.07544, 1.97585], [-1.01282, 0.47511, -1.44610], [0.53864, 0.92226, 1.45366]],
  "smiles": "CN.CO",
  "total_charge": 0,
  "relative_energy_kj_mol": 137.9,
  "energy_ha": -211.53256,
  "e_homo_ev": -9.0
}



{
  "formula": "C2H9NO",
  "method": "ωB97M-V with the def2-TZVPD basis set",
  "elements": ["N", "H", "H", "H", "H", "C", "O", "C", "H", "H", "H", "H", "H"],
  "positions_angstrom": [[1.43998, -2.38780, 3.71424], [1.44927, -1.43524, 3.36705], [-1.97020, -1.59073, 4.38836], [0.60371, -2.77935, 3.28677], [1.31039, -2.48334, 4.71307], [-0.80672, 2.13450, -3.32362], [0.31192, 2.43675, -2.44782], [0.40393, 1.31339, -3.33988], [-1.68230, 1.63736, -2.91874], [-0.97889, 2.97979, -4.02524], [0.72287, 0.45374, -2.81181], [0.94238, 1.44379, -4.28592], [-1.74633, -1.72286, 3.68356]],
  "smiles": "[H][H].C1CO1.N",
  "total_charge": 0,
  "relative_energy_kj_mol": 278.7,
  "energy_ha": -211.47892,
  "e_homo_ev": -10.0
}



{
  "formula": "C2H9NO",
  "method": "ωB97M-V with the def2-TZVPD basis set",
  "elements": ["C", "N", "H", "H", "H", "H", "H", "H", "C", "O", "H", "H", "H"],
  "positions_angstrom": [[-0.08651, -0.04600, 1.92748], [1.61964, 0.38514, -1.91155], [0.97279, 0.27683, 2.06916], [-0.64454, 0.56821, 2.56395], [-0.25320, -1.08961, 2.33169], [1.37612, -0.09724, -0.99440], [2.59536, 0.10332, -1.94642], [1.13440, -0.22047, -2.57719], [-1.34994, 0.10986, -0.33587], [-0.23045, -0.21928, 0.49596], [-0.95171, 0.56318, -1.25659], [-1.92221, -0.85345, -0.54646], [-2.25975, 0.51951, 0.18023]],
  "smiles": "COC.N",
  "total_charge": 0,
  "relative_energy_kj_mol": 172.0,
  "energy_ha": -211.51957,
  "e_homo_ev": -9.6
}



{
  "formula": "C2H9NO",
  "method": "ωB97M-V with the def2-TZVPD basis set",
  "elements": ["C", "N", "C", "H", "H", "H", "H", "H", "H", "H", "H", "H", "O"],
  "positions_angstrom": [[0.32452, 0.07743, -0.58530], [-0.70181, -0.57858, -1.35631], [-1.70226, -1.23945, -0.52719], [1.22848, -0.53117, -0.57626], [0.01736, 0.24091, 0.49205], [0.67634, 0.93510, -1.23505], [-1.08287, 0.11899, -1.97771], [-2.15090, -0.48093, 0.13638], [-2.41815, -1.74553, -1.17317], [-1.19181, -1.91164, 0.17396], [1.93780, 2.16664, 2.68929], [2.54466, 1.50628, 1.49089], [2.51864, 1.44194, 2.44843]],
  "smiles": "CNC.O",
  "total_charge": 0,
  "relative_energy_kj_mol": 82.4,
  "energy_ha": -211.55370,
  "e_homo_ev": -8.7
}



{
  "formula": "C2H9NO2",
  "method": "ωB97M-V with the def2-TZVPD basis set",
  "elements": ["C", "O", "C", "N", "H", "H", "H", "H", "H", "H", "H", "H", "H", "O"],
  "positions_angstrom": [[0.65083, -1.05523, 0.70800], [-0.39923, -0.46740, 1.56549], [1.56552, -0.01397, -0.12866], [0.77474, 1.08676, -0.52879], [1.23544, -1.20755, 1.61798], [0.31374, -1.91020, 0.16233], [-1.17150, -0.91407, 1.45200], [2.49626, 0.02831, 0.46158], [1.90780, -0.50244, -1.10240], [1.15734, 1.84266, -1.02657], [0.11528, 1.19665, 0.25054], [-1.42260, -0.05048, -1.45349], [-2.20143, 1.15632, -1.18603], [-2.24472, 0.36348, -1.43430]],
  "smiles": "NCCO.O",
  "total_charge": 0,
  "relative_energy_kj_mol": 198.1,
  "energy_ha": -286.74293,
  "e_homo_ev": -9.1
}



{
  "formula": "C2H9NO2",
  "method": "ωB97M-V with the def2-TZVPD basis set",
  "elements": ["C", "O", "H", "H", "H", "H", "N", "C", "O", "H", "H", "H", "H", "H"],
  "positions_angstrom": [[1.79603, -1.43152, 1.34867], [0.39781, -1.52849, 1.44039], [2.25519, -1.14911, 2.27850], [2.19625, -2.42533, 1.15122], [2.08825, -0.70291, 0.58869], [0.02704, -1.01042, 2.16263], [-0.52572, 1.94171, -1.13554], [-1.36488, 0.74942, -1.28996], [-1.53276, 0.12370, -0.02240], [-1.11935, 2.71183, -0.88740], [-0.12362, 2.26817, -2.01180], [-2.35375, 1.01266, -1.66704], [-0.82883, 0.05081, -1.93276], [-0.91165, -0.61053, -0.02320]],
  "smiles": "NCO.CO",
  "total_charge": 0,
  "relative_energy_kj_mol": 56.7,
  "energy_ha": -286.79679,
  "e_homo_ev": -9.7
}



{
  "formula": "C2H9NO3",
  "method": "ωB97M-V with the def2-TZVPD basis set",
  "elements": ["O", "C", "C", "N", "H", "H", "H", "H", "H", "H", "H", "O", "H", "H", "O"],
  "positions_angstrom": [[0.88746, 1.11146, -2.62352], [-0.09490, 0.83467, -1.87264], [0.16869, 0.33414, -0.45667], [-0.38548, 1.15509, 0.66181], [-1.12611, 1.21058, -2.07725], [-0.23323, -0.68670, -0.32417], [1.24891, 0.28785, -0.32873], [-1.38055, 1.30507, 0.64195], [0.03379, 0.87615, 1.54438], [2.14023, -1.28083, -1.92220], [1.26123, -2.52280, -2.27917], [2.09317, -2.26102, -1.91991], [-1.26253, -0.60096, 4.18687], [-2.02186, 0.00664, 3.06935], [-1.32884, 0.23066, 3.69989]],
  "total_charge": -1,
  "relative_energy_kj_mol": 75.4,
  "multiplicity": 2,
  "energy_ha": -362.01461,
  "e_homo_ev": [0.4, -3.3]
}



{
  "formula": "C2H9NO4",
  "method": "ωB97M-V with the def2-TZVPD basis set",
  "elements": ["C", "N", "C", "O", "O", "H", "H", "H", "H", "H", "H", "H", "O", "H", "H", "O"],
  "positions_angstrom": [[-1.30490, -1.44461, -1.40609], [-0.44955, -0.49562, -0.67145], [-0.18803, 0.78900, -1.09989], [-1.24461, 1.49435, -1.57252], [0.90335, 1.28889, -1.00920], [-0.79771, -2.39433, -1.56341], [-2.21274, -1.64499, -0.82875], [-1.52576, -0.94718, -2.35151], [-0.27477, -0.76128, 0.26701], [-1.99527, 0.87776, -1.48990], [2.21020, -0.10376, 2.28312], [3.61105, -0.56473, 1.62820], [2.90525, -0.74313, 2.27146], [-0.12894, 2.03753, 2.45877], [0.55301, 1.36610, 1.16586], [-0.06057, 1.24601, 1.91829]],
  "smiles": "CNC(=O)O.O.O",
  "total_charge": 0,
  "relative_energy_kj_mol": 76.7,
  "energy_ha": -437.31821,
  "e_homo_ev": -9.9
}



{
  "formula": "C2H9NO4",
  "method": "ωB97M-V with the def2-TZVPD basis set",
  "elements": ["O", "C", "N", "C", "O", "H", "H", "H", "H", "H", "H", "H", "O", "H", "H", "O"],
  "positions_angstrom": [[-0.96302, 1.90387, 1.73298], [-0.41540, 1.44141, 0.68135], [-0.43083, 0.10774, 0.31329], [-0.78826, -1.01215, 1.19618], [0.30819, -1.98036, 1.40085], [0.21981, 2.05979, -0.08202], [-0.09219, -0.07390, -0.59479], [-0.93518, -0.49925, 2.11610], [-1.63656, -1.51891, 0.89369], [-0.14662, -2.59365, 2.02710], [-1.72266, -0.21565, -6.09862], [-0.66743, 0.75002, -6.84366], [-1.06643, -0.10330, -6.87192], [2.86243, 0.03629, 3.40446], [2.54366, -0.69535, 2.14279], [2.94783, 0.10740, 2.43518]],
  "smiles": "O=CNCO.O.O",
  "total_charge": 0,
  "relative_energy_kj_mol": 164.1,
  "energy_ha": -437.28490,
  "e_homo_ev": -10.2
}



{
  "formula": "C2H9NOS",
  "method": "ωB97M-V with the def2-TZVPD basis set",
  "elements": ["C", "C", "S", "N", "H", "H", "H", "H", "H", "H", "H", "H", "H", "O"],
  "positions_angstrom": [[1.60139, -0.21250, -0.59908], [2.49018, 0.93242, -0.21449], [3.60712, 0.20909, 1.10306], [0.49105, 0.13438, -1.34201], [2.30658, -0.96116, -1.00766], [1.21859, -0.71952, 0.34479], [3.27222, 1.36399, -0.90102], [2.02656, 1.72310, 0.24300], [2.75587, 0.66277, 2.01034], [0.93659, 0.38642, -2.26946], [0.01896, 0.96930, -0.94202], [-6.70734, -1.50944, 0.40496], [-6.75323, -1.22215, 1.93215], [-7.26457, -1.75671, 1.23743]],
  "smiles": "NCCS.O",
  "total_charge": 0,
  "relative_energy_kj_mol": 108.7,
  "energy_ha": -609.72782,
  "e_homo_ev": -9.0
}



{
  "formula": "C2H9NOS",
  "method": "ωB97M-V with the def2-TZVPD basis set",
  "elements": ["C", "S", "H", "H", "H", "H", "N", "C", "O", "H", "H", "H", "H", "H"],
  "positions_angstrom": [[-2.67828, 0.23446, -1.22171], [-3.47477, 0.83980, 0.29363], [-2.23645, -0.71927, -0.94053], [-1.90386, 0.85234, -1.65753], [-3.46870, 0.00488, -1.93833], [-3.63394, 2.10134, -0.06098], [1.38835, 0.20309, 0.84750], [2.69981, -0.21338, 0.47633], [3.06184, -1.54549, 0.86547], [1.13436, 0.20394, 1.82412], [0.65785, -0.20229, 0.28317], [3.43224, 0.42907, 0.95077], [2.76491, -0.12149, -0.61149], [2.25664, -2.06700, 0.88959]],
  "smiles": "NCO.CS",
  "total_charge": 0,
  "relative_energy_kj_mol": 42.0,
  "energy_ha": -609.75324,
  "e_homo_ev": -9.2
}



{
  "formula": "C2H9NOS",
  "method": "ωB97M-V with the def2-TZVPD basis set",
  "elements": ["C", "C", "S", "N", "H", "H", "H", "H", "H", "H", "H", "H", "H", "O"],
  "positions_angstrom": [[0.41681, 0.86359, 0.31276], [-0.03612, -0.44926, 0.81053], [-2.85696, -0.10004, -0.35804], [1.76635, 1.07375, 0.85498], [0.38648, 0.77865, -0.79349], [-0.29902, 1.55065, 0.70490], [0.30750, -1.33428, 0.31973], [-0.05589, -0.56175, 1.89270], [-1.15809, -0.55425, 0.65048], [2.25312, 1.87365, 0.52240], [1.97924, 0.82446, 1.79346], [3.13290, -1.24500, -0.40773], [2.91081, -1.78383, -1.81956], [2.70071, -0.99373, -1.23236]],
  "total_charge": 0,
  "relative_energy_kj_mol": 388.6,
  "energy_ha": -609.62122,
  "e_homo_ev": -9.1
}